Molecular formula: C72H162N6O27
Method: DFT, ωB97M-V with the def2-TZVPD basis set

XYZ file:
```
267
Properties=species:S:1:pos:R:3:forces:R:3:mulliken_charge:R:1
C 3.5061 3.2325 -5.9719 0.09 -1.54 1.58 -1.0870
C 4.4797 3.2251 -4.7662 -2.02 -0.36 0.65 0.0188
N 4.9219 4.5216 -4.2604 -0.75 -0.09 -0.05 0.2353
C 5.8529 5.0697 -5.2595 -0.14 0.81 1.43 -0.4012
C 6.0996 6.5706 -5.0182 0.66 0.83 -0.29 -1.1764
C 5.6845 4.3186 -3.0241 -1.23 -0.78 -0.35 -0.7995
C 4.9419 4.0075 -1.7451 -1.54 -0.50 -0.96 -0.5499
H 2.5688 3.7067 -5.7056 -0.03 0.56 -0.29 0.0435
H 3.2398 2.1504 -6.0762 0.27 0.77 -0.41 0.2485
H 3.9956 3.5889 -6.8608 -0.25 0.26 -0.44 0.4666
H 3.9697 2.5964 -3.9493 0.86 1.07 -0.97 -0.3109
H 5.3346 2.6882 -5.1069 1.08 -0.90 -0.09 0.4546
H 6.7437 4.4150 -5.2325 0.25 0.54 -0.25 0.3738
H 5.3969 4.9894 -6.2088 -0.41 -0.25 -1.10 0.3334
H 6.6356 6.7778 -4.0640 -0.67 -0.12 -0.49 0.3169
H 6.7830 7.0185 -5.7865 -0.55 -0.59 0.39 0.4012
H 5.1444 7.1707 -5.0806 0.94 -0.85 0.30 0.2297
H 6.2461 5.1855 -2.9061 1.32 1.29 0.42 0.3891
H 6.2924 3.4657 -3.2332 1.26 -0.67 0.04 0.3697
H 5.5971 3.5537 -1.0348 0.71 0.19 0.72 0.4556
H 4.2499 3.1687 -1.9668 -0.10 0.60 0.20 -0.3470
H 4.3857 4.8660 -1.3442 0.18 -0.35 0.01 0.3297
C 2.9808 1.3590 6.7071 -0.82 0.41 0.78 -1.0763
C 2.9537 2.6335 5.7780 -1.12 -1.37 0.58 -0.7623
N 3.5229 2.3355 4.4954 0.91 -0.44 -0.73 0.9077
C 2.8808 1.2220 3.7816 0.29 -0.29 1.02 -0.9639
C 1.4154 1.4782 3.5706 0.01 -0.22 -0.76 0.3034
C 4.9644 2.0835 4.5826 0.44 -0.68 -0.87 -0.3740
C 5.7129 2.9274 3.5575 -1.36 0.83 0.62 -1.3412
H 2.9481 1.7009 7.7859 0.19 -0.60 -1.10 0.3969
H 3.8920 0.7630 6.4994 -0.41 0.41 0.39 0.3071
H 2.1065 0.6627 6.5629 0.77 0.80 -0.01 0.1161
H 1.9091 2.9860 5.5930 0.73 -0.12 0.51 0.2882
H 3.5319 3.4230 6.2589 -0.09 0.13 -0.14 0.6826
H 3.3570 1.1427 2.8090 0.33 -0.18 0.11 0.0023
H 3.0603 0.2429 4.3492 -0.29 0.94 -0.78 0.3571
H 1.0416 0.7751 2.8228 -0.09 0.08 0.36 -0.9134
H 0.8738 1.3181 4.4798 -0.55 0.04 0.53 1.1110
H 1.2382 2.4910 3.1836 -0.02 -0.22 0.19 -0.3986
H 5.2033 1.0143 4.2945 -0.33 0.77 0.63 -0.0443
H 5.3288 2.2400 5.6066 0.02 0.06 -0.29 0.5682
H 6.7428 2.7609 3.5890 1.76 -0.69 -0.24 0.5453
H 5.6250 3.9922 3.7554 -0.34 0.25 0.18 0.3106
H 5.2937 2.7724 2.5732 0.07 -0.24 -0.38 0.1042
C -1.8931 3.2185 6.7022 -0.23 0.90 0.07 -1.5628
C -2.3938 3.5660 5.3067 -2.17 -0.77 0.05 0.2317
N -3.4350 2.5496 4.8829 0.96 0.18 0.30 0.7400
C -4.7458 2.6282 5.5485 0.23 0.17 0.78 -0.4369
C -5.6831 3.7512 5.0205 0.64 0.30 0.01 -0.9268
C -3.5781 2.4794 3.4481 1.50 1.70 -1.30 -0.8752
C -2.5101 1.6288 2.7221 -0.38 -0.27 2.44 1.1931
H -1.4705 4.1175 7.2014 0.33 -0.87 -0.32 0.3675
H -1.3028 2.3152 6.6846 1.03 0.15 -0.19 0.2721
H -2.6761 2.8750 7.3475 -0.96 0.24 0.32 0.4517
H -2.9098 4.5619 5.2337 0.84 -0.42 0.22 0.2759
H -1.5797 3.5063 4.5910 -0.01 0.23 -0.12 -0.1354
H -5.2045 1.5886 5.4784 0.20 1.31 -0.04 0.1699
H -4.5871 2.8234 6.6464 -0.06 -0.35 -1.01 0.4435
H -6.5949 3.7762 5.6351 0.07 -0.06 -0.51 0.3772
H -5.2242 4.7750 5.0859 -0.16 -0.96 0.20 0.3238
H -5.8647 3.6085 3.9453 -0.45 -0.03 0.45 0.0273
H -3.4405 3.5417 2.9346 -0.84 -1.59 0.99 -0.6673
H -4.5537 2.0945 3.2632 -0.80 -0.19 -0.64 0.8284
H -2.5632 0.5867 3.1721 0.40 1.18 -0.90 -0.9118
H -1.5477 2.1066 2.9273 0.13 -0.47 -0.12 -0.0341
H -2.6732 1.6387 1.6688 -0.16 -0.05 -0.69 -0.5264
C -2.2516 -7.5876 -1.0417 1.46 0.85 2.56 -1.7978
C -1.6105 -6.2635 -1.4926 -1.58 -0.31 0.33 0.9938
N -0.8367 -6.3276 -2.6896 0.73 1.11 -0.77 0.2226
C 0.0947 -5.1690 -2.7447 -0.02 -0.99 0.24 -0.0040
C 1.1633 -5.2772 -3.8422 0.86 -0.13 2.21 -1.3462
C -1.6138 -6.4176 -3.9226 -1.43 -2.35 0.85 -0.7589
C -2.4989 -5.2938 -4.4158 0.96 0.62 -1.36 -0.9775
H -3.0861 -7.8704 -1.6006 -1.45 -0.37 -0.87 0.4905
H -2.5232 -7.5447 0.0846 0.19 0.10 -1.84 0.2009
H -1.5099 -8.3585 -1.1132 0.43 -0.61 -0.11 0.4654
H -2.4413 -5.5616 -1.5824 -0.23 0.54 -0.08 -0.0771
H -0.9980 -5.8573 -0.7174 0.45 -0.04 0.59 -0.5018
H 0.4417 -5.0373 -1.7164 0.90 -0.48 -0.20 0.2821
H -0.4109 -4.2338 -2.8400 -0.91 0.95 -0.59 0.2913
H 1.4537 -6.2996 -4.0113 0.04 -0.68 0.15 0.4761
H 2.0717 -4.7432 -3.4870 -0.68 -0.15 -0.53 -0.0798
H 0.8620 -4.8995 -4.7771 -0.42 0.76 -1.01 0.4583
H -0.8935 -6.6791 -4.6781 0.08 -0.19 -0.58 0.4424
H -2.3252 -7.3208 -3.7743 1.26 1.09 -0.40 0.3564
H -2.9692 -5.6001 -5.3734 0.47 0.16 0.37 0.5348
H -3.3114 -5.0274 -3.8052 -1.01 0.18 1.23 0.3030
H -1.9230 -4.3678 -4.5853 -0.17 -0.27 -0.13 0.1515
C 7.4029 -3.5811 -1.3486 1.95 -0.17 -0.16 -1.2347
C 7.4618 -3.7322 0.2083 0.87 0.86 -1.49 -0.2268
N 7.7104 -2.4615 0.8863 -0.94 0.10 0.03 0.0249
C 7.5561 -2.6181 2.3352 0.86 -0.38 -0.09 -1.1907
C 6.2136 -2.8968 3.0664 1.18 -0.25 0.65 -0.1620
C 6.8450 -1.4060 0.3775 0.39 0.17 0.37 1.0277
C 7.2932 -0.0272 0.8597 0.75 -0.66 0.78 -1.6319
H 7.4322 -4.6125 -1.7252 -0.01 0.17 -0.13 0.4340
H 8.3839 -3.0738 -1.7586 -2.04 -0.71 0.76 0.2400
H 6.4811 -3.1271 -1.7626 0.61 -0.08 0.41 0.1553
H 6.5492 -4.2189 0.4751 -0.91 -0.34 0.63 0.2309
H 8.2947 -4.3873 0.4941 -0.20 -0.06 -0.23 0.4042
H 8.1878 -3.4676 2.5522 0.12 -0.62 0.12 0.5590
H 8.1387 -1.8421 2.8212 -0.40 0.61 0.15 0.4680
H 5.7009 -3.7727 2.6430 -0.17 0.58 -0.03 0.0059
H 6.6288 -3.2613 4.0490 -0.87 0.50 -0.57 0.4950
H 5.5664 -2.0135 3.2485 0.26 -0.63 -0.31 -0.1516
H 5.8291 -1.6260 0.6764 -0.81 0.16 0.20 -0.7045
H 6.8245 -1.4444 -0.7118 0.27 0.27 0.14 0.3046
H 6.6965 0.7157 0.4054 -0.46 1.01 -0.92 0.4169
H 8.3680 0.1015 0.6376 -0.53 0.12 -0.08 0.3529
H 7.1672 0.1918 1.9350 0.04 -0.62 -0.22 0.2161
C -5.1667 -1.0633 -0.0352 0.75 0.46 1.13 -0.6088
C -4.8570 0.2280 0.8105 -0.68 0.87 -0.75 1.4289
N -6.0258 1.1719 1.0763 -0.21 -2.04 1.17 0.7728
C -6.4494 1.9119 -0.0901 1.10 0.60 0.13 -0.4352
C -5.7055 3.2766 -0.1055 -1.08 -1.27 1.15 -1.2701
C -7.1840 0.5767 1.8202 1.69 0.38 -0.25 -0.5967
C -7.8264 1.6158 2.7022 -2.59 -0.95 -1.01 -1.0640
H -5.9857 -1.6372 0.4088 0.41 -0.28 0.27 0.4445
H -4.2172 -1.6712 -0.1782 -1.32 0.66 0.16 -0.2164
H -5.5614 -0.7596 -0.9842 0.12 0.16 -0.79 0.1093
H -4.3175 0.0222 1.7586 -0.62 -0.07 -0.52 -1.1225
H -4.1697 0.8586 0.1997 -0.22 -0.51 0.39 -0.4099
H -6.0680 1.3708 -0.9275 -0.35 -0.48 -1.24 -0.1419
H -7.5635 1.9845 -0.1304 0.91 0.21 -0.05 0.5332
H -6.0205 3.7342 0.8298 0.45 0.49 0.05 0.4835
H -4.6231 3.2048 -0.2025 -0.02 -0.27 0.23 -0.0624
H -6.0669 3.8293 -0.9136 -0.51 1.24 -1.37 0.6732
H -6.7262 -0.0253 2.5787 0.21 -1.46 -0.12 0.1911
H -7.9153 0.0230 1.1926 0.48 0.18 0.22 0.5357
H -8.9129 1.3177 2.8296 1.08 0.59 0.15 0.3675
H -7.7790 2.5625 2.2364 -0.17 1.24 -0.39 0.2570
H -7.3585 1.6545 3.6432 0.57 0.18 1.20 0.2208
C -4.2720 -1.7368 -4.5529 0.78 -0.22 1.15 -1.2825
C -5.4515 -0.8741 -4.8522 1.37 0.32 -2.49 0.2194
O -6.4263 -1.5548 -5.7043 0.67 0.10 0.89 -0.3388
C -7.4103 -0.7515 -6.0759 -0.35 0.29 0.33 0.7106
O -7.4597 0.4407 -5.8511 -0.45 -0.90 -0.38 -0.5662
O -8.3243 -1.5261 -6.6929 -0.72 0.56 0.37 -0.3762
C -9.6756 -0.9993 -6.7231 0.67 1.27 -1.69 -0.6443
H -3.8119 -2.2622 -5.3866 0.20 0.68 -0.38 0.4703
H -4.4964 -2.5469 -3.8943 -0.62 -0.66 0.69 0.3922
H -3.5709 -1.1121 -3.9298 -0.37 -0.51 -1.05 0.1968
H -5.0445 -0.0494 -5.4806 -0.59 -0.14 0.68 0.1059
H -5.8807 -0.5076 -3.9542 -0.73 0.40 0.63 0.2281
H -10.1799 -1.0511 -5.7772 0.09 -0.09 0.62 0.2927
H -10.2156 -1.5926 -7.4602 0.15 -0.09 0.14 0.2425
H -9.6572 0.0633 -7.0983 -0.02 -1.03 0.55 0.2893
C 0.9715 4.3832 -2.1581 0.45 -0.64 -0.34 0.4192
C 0.1317 4.7585 -3.4052 0.32 0.68 1.89 -0.0643
O -0.7515 5.8722 -3.0065 1.21 -0.17 -1.03 -0.5294
C -1.8913 5.4554 -2.5072 0.49 0.23 -1.08 0.4777
O -2.1614 4.3405 -2.2159 -0.31 -2.05 0.90 0.0800
O -2.8012 6.3728 -2.4992 -1.91 0.93 1.12 -0.2741
C -2.5740 7.7565 -2.6335 -1.75 -0.11 -2.02 -0.9125
H 0.5653 3.4568 -1.6839 0.57 0.42 -0.59 -0.1934
H 0.9054 5.1008 -1.3244 0.15 0.21 -0.68 0.2472
H 2.0402 4.2910 -2.4999 -0.92 -0.21 0.72 -0.2838
H -0.4899 3.9289 -3.6806 -0.24 -0.26 -0.38 0.0328
H 0.7309 5.1111 -4.2415 -0.08 0.22 0.16 0.2085
H -1.5555 8.0047 -2.6764 1.27 0.44 0.28 0.4143
H -3.1756 8.2566 -1.9048 0.13 0.31 0.86 0.2980
H -3.0647 8.0245 -3.5947 0.57 0.07 0.33 0.2683
C -1.4963 -1.7754 1.7371 0.17 -2.16 -0.80 1.3824
C -1.2944 -0.8298 0.6261 0.59 0.92 0.27 0.3843
O 0.1231 -0.8273 0.2603 -0.01 -0.17 0.19 0.4162
C 0.7040 0.3404 0.5011 -0.01 0.50 -0.47 -0.3702
O 0.1145 1.3622 0.7433 0.27 0.62 -0.01 -0.3163
O 2.0263 0.2443 0.3831 -0.14 -0.10 0.16 0.9745
C 2.7810 1.4801 0.3705 -0.13 -0.79 -0.18 -0.0877
H -2.5267 -1.8036 1.9765 -1.35 0.21 0.38 -0.3295
H -0.9538 -1.5649 2.6241 0.59 0.39 0.53 -0.8736
H -1.2890 -2.8300 1.4331 0.19 0.68 0.12 -0.1983
H -1.5003 0.1868 0.9694 -0.28 -0.37 -0.39 -0.2151
H -1.8833 -1.0658 -0.2436 -0.02 -0.07 -0.51 0.1091
H 2.4896 2.0901 -0.4678 -0.06 0.12 -0.48 -0.2864
H 3.7770 1.0703 0.2631 0.39 0.49 -0.05 -0.1089
H 2.6812 2.0852 1.2616 -0.22 -0.17 0.26 -0.2143
C -2.0558 6.8437 1.2201 0.71 1.52 -1.02 -1.7531
C -1.7284 5.4233 1.1844 0.54 -1.98 -0.75 0.8690
O -0.8178 5.0139 2.2463 -0.32 0.26 -0.31 -0.0213
C 0.4412 5.3355 1.9960 1.15 0.46 1.40 0.7108
O 0.8579 5.9103 1.0184 0.17 -0.53 0.24 -0.6371
O 1.1666 5.0056 3.1123 0.55 -0.30 -1.18 -0.3211
C 2.6535 5.1150 3.0222 -2.44 2.15 0.39 -0.5341
H -2.3151 7.0980 2.2030 -0.82 0.63 1.41 0.4276
H -2.8253 7.1390 0.4988 -0.08 -0.33 0.26 0.3647
H -1.1726 7.4472 0.9725 -0.10 -0.16 0.01 0.3856
H -1.2454 5.1510 0.2489 -0.08 -0.09 -0.12 -0.4265
H -2.5797 4.7658 1.3020 -0.25 -0.02 0.15 0.2339
H 2.8603 6.2020 3.0796 0.28 -0.72 -0.01 0.4477
H 3.0153 4.7013 2.1343 0.36 -0.52 -1.61 0.2083
H 3.0307 4.5402 3.8223 0.26 -0.38 0.99 -0.0761
C -4.0755 -4.6478 0.8932 0.46 2.18 -1.35 -1.1004
C -3.1148 -5.0512 2.0181 -2.51 -0.24 -0.33 -0.0097
O -1.8423 -5.3240 1.4951 0.84 0.14 0.10 0.4797
C -1.0389 -5.9210 2.3905 1.14 0.76 -1.71 0.1433
O -1.3494 -6.1893 3.5025 -0.10 -0.59 1.18 -0.5649
O 0.1796 -6.0922 1.8129 -0.64 -0.44 1.12 -0.0571
C 1.1271 -6.7684 2.6971 0.76 -0.24 -1.38 -0.7982
H -4.0040 -5.4602 0.2163 -1.02 -1.04 -0.72 0.4317
H -3.8288 -3.7811 0.1599 0.65 -1.02 1.67 -0.0375
H -5.0896 -4.2811 1.1815 0.64 -1.19 0.27 0.3988
H -3.5030 -5.9875 2.4619 0.06 0.44 -0.15 0.5762
H -3.1709 -4.3179 2.7935 0.81 0.60 0.68 -0.2276
H 0.9317 -7.8493 2.7282 -0.42 0.42 0.35 0.2899
H 1.1825 -6.2889 3.6700 -0.16 -0.13 0.00 0.3663
H 2.0965 -6.6958 2.1660 -0.51 0.31 0.37 0.0820
C -0.4137 -0.4972 -2.8771 -0.55 -0.04 -1.11 -1.0432
C -0.4449 0.9532 -2.4819 -0.08 0.82 -0.34 0.8017
O -1.2343 1.7501 -3.4347 -1.14 -0.62 -0.20 -0.3637
C -2.5890 1.6387 -3.3968 0.12 -0.92 1.27 0.2308
O -3.2541 0.9297 -2.6401 1.46 0.59 -0.51 -0.0390
O -3.1413 2.4211 -4.2997 0.12 0.46 -0.21 -0.4158
C -4.5402 2.7387 -4.0101 1.44 1.03 0.17 -0.4700
H -0.0617 -0.4896 -3.9244 -0.26 -0.35 0.30 0.6800
H -1.4065 -0.9449 -2.8220 -0.11 0.15 -0.19 -0.2068
H 0.2152 -1.1770 -2.3313 0.59 0.23 0.55 0.0700
H 0.5412 1.4093 -2.5951 0.01 -0.13 0.03 0.0117
H -0.8037 1.2336 -1.5037 -0.25 -0.39 0.40 -0.0258
H -4.6536 2.5411 -2.9511 -0.51 0.34 0.05 0.0484
H -5.1494 2.0898 -4.5866 -0.75 -0.38 -0.55 0.2626
H -4.6371 3.8155 -4.2801 -0.15 -0.94 0.24 0.2529
C 3.6150 -0.6372 -2.3655 -0.94 -0.32 0.33 1.0304
C 4.1920 -1.4616 -3.5117 1.62 0.72 1.18 -0.4946
O 3.8208 -1.1059 -4.8191 -0.59 0.71 -1.17 -0.2748
C 2.9286 -1.9357 -5.4091 0.11 1.13 0.64 0.7481
O 2.3904 -2.8633 -4.8674 -0.03 -0.09 -0.65 -0.5272
O 2.7223 -1.4552 -6.6290 -0.80 -1.38 -1.18 -0.3408
C 1.8029 -2.2413 -7.5181 2.75 0.33 0.95 -0.7567
H 3.9013 -0.9921 -1.3614 0.52 -0.15 -0.61 -0.2742
H 2.5348 -0.7448 -2.2865 -0.28 -0.02 -0.40 -0.5822
H 3.8075 0.4268 -2.4075 0.34 0.29 -0.30 0.0686
H 3.9139 -2.4633 -3.4723 -0.28 -1.73 1.09 0.3107
H 5.2979 -1.4040 -3.4546 -0.48 0.03 -0.26 -0.0032
H 0.8481 -2.1831 -7.1613 -2.51 0.29 1.10 0.3615
H 2.0498 -3.2861 -7.6566 0.58 -0.11 0.39 0.2990
H 1.8916 -1.7371 -8.4324 0.07 0.68 -1.25 0.2496
C -4.1455 -1.4235 4.4194 -1.28 0.88 1.87 0.6326
C -2.8380 -1.2092 5.1402 0.45 1.50 -0.41 0.5229
O -2.3161 -2.4379 5.5882 -0.16 -0.60 0.31 -0.4146
C -1.0747 -2.7497 5.2207 0.06 -0.12 0.09 0.6879
O -0.3568 -2.0787 4.5241 0.12 -0.26 0.44 -0.4043
O -0.6909 -3.9010 5.7518 1.27 0.85 -1.59 -0.2850
C -1.5411 -4.7841 6.4109 1.00 -2.36 0.78 -0.7004
H -3.9549 -2.1835 3.7039 -0.33 -0.82 -0.75 -0.5477
H -4.4589 -0.5028 3.9122 0.21 -0.14 0.02 -0.5457
H -5.0106 -1.6738 5.1281 1.28 -0.04 -1.01 0.4026
H -2.8197 -0.5027 5.9683 -0.66 -0.14 0.31 0.2902
H -2.1093 -0.7463 4.4777 -0.02 -0.27 -0.28 -0.4623
H -0.9920 -4.9080 7.3604 -0.60 -0.51 -0.09 0.3039
H -1.5405 -5.8126 5.8476 -0.42 2.17 0.98 0.1330
H -2.4750 -4.3191 6.6367 -0.82 -0.24 -0.18 0.3878
C 2.4366 -3.3576 2.5334 -1.33 -1.10 1.53 -0.4802
C 3.0992 -3.1074 1.2521 0.70 0.32 -0.59 1.5169
O 3.9047 -4.2661 0.8904 -0.06 -0.26 -0.65 -0.7207
C 4.0568 -4.4534 -0.4354 -0.60 0.27 -0.81 0.5696
O 3.8224 -3.6462 -1.3119 0.09 -0.16 0.59 -0.0476
O 4.4479 -5.6933 -0.6603 0.75 -1.50 0.53 -0.3888
C 4.4588 -6.2926 -2.0148 1.04 1.80 1.16 -0.2197
H 1.7567 -4.2478 2.4851 0.74 0.66 -0.03 -0.5578
H 1.7687 -2.5454 2.8219 0.08 0.27 -0.23 0.0887
H 3.1191 -3.4791 3.3652 0.27 -0.19 0.16 0.4989
H 3.7933 -2.2439 1.3326 -0.68 -0.29 -0.49 -0.7165
H 2.3013 -3.0241 0.5231 0.35 0.61 -0.54 0.2984
H 5.3135 -5.8264 -2.5851 -1.07 -0.72 0.40 0.2080
H 3.4998 -6.0300 -2.3735 -0.76 0.16 -1.15 -0.1476
H 4.5233 -7.3707 -1.8840 0.31 0.22 0.15 0.2491
```
Forces are in eV/Å.

Output
electronic energy	-5200.37636	Eh
F_max	3.27	eV Å⁻¹
ΔE to the lowest compared entry with this formula, charge and spin	82.9	kcal per mole
highest occupied orbital energy	-8.0	eV